# 1
2 unconnected molecules or ions with the total composition CH5NOP in a non-equilibrium geometry. Source: OMol25; level of theory: ωB97M-V with the def2-TZVPD basis set.

Its total energy is -13940.25042 eV. Its spin multiplicity is 1. The net charge is -1. As for the gap between HOMO and LUMO (spin up / spin down): 6.8 / 6.8 eV. The calculation puts the HOMO energy (spin up / spin down) at -2.04 / -2.05 eV.

Element x y z (Å)
1 C -0.82 -0.22 1.02
2 N 0.01 -0.86 -0.77
3 O 0.74 -1.87 -0.61
4 P 0.52 0.60 -1.38
5 H 0.04 0.18 1.50
6 H -1.64 0.50 1.03
7 H -1.27 -1.09 1.38
8 H 1.02 0.13 -2.64
9 H 2.01 0.97 -1.31



# 2
A single C21H27N5O3S molecule in a non-equilibrium geometry. Source: OMol25; level of theory: ωB97M-V with the def2-TZVPD basis set.

Its total energy is -46645.08025 eV. Its spin multiplicity is 1. The net charge is 0. Its SMILES is Cc1ccc(Cn2c(SCCN3CCOCC3)nc3c2c(=O)n(C)c(=O)n3C)cc1. As for the gap between HOMO and LUMO: 8.6 eV. The calculation puts the HOMO energy at -8.06 eV.

Element x y z (Å)
1 C -2.68 5.00 -3.86
2 C -2.36 3.96 -2.83
3 C -3.14 3.80 -1.69
4 C -2.84 2.84 -0.75
5 C -1.74 2.01 -0.91
6 C -1.44 0.98 0.16
7 N -0.24 0.24 -0.08
8 C -0.08 -0.84 -0.87
9 S -1.42 -1.59 -1.66
10 C -0.85 -3.33 -1.71
11 C -0.25 -3.77 -0.38
12 N -0.85 -3.07 0.74
13 C -2.17 -3.57 1.08
14 C -2.78 -2.66 2.16
15 O -1.96 -2.61 3.30
16 C -0.67 -2.15 2.98
17 C -0.01 -3.05 1.93
18 N 1.18 -1.25 -0.95
19 C 1.86 -0.39 -0.17
20 C 1.02 0.55 0.39
21 C 1.47 1.56 1.30
22 O 0.80 2.39 1.87
23 N 2.86 1.47 1.48
24 C 3.47 2.44 2.37
25 C 3.73 0.55 0.93
26 O 4.92 0.58 1.19
27 N 3.20 -0.41 0.09
28 C 4.05 -1.41 -0.51
29 C -0.95 2.16 -2.04
30 C -1.26 3.12 -2.99
31 H -2.80 4.54 -4.84
32 H -3.59 5.53 -3.61
33 H -1.86 5.72 -3.93
34 H -4.00 4.44 -1.55
35 H -3.46 2.73 0.13
36 H -1.33 1.49 1.12
37 H -2.28 0.27 0.21
38 H -1.75 -3.89 -1.96
39 H -0.13 -3.42 -2.51
40 H -0.34 -4.86 -0.29
41 H 0.81 -3.51 -0.39
42 H -2.81 -3.54 0.19
43 H -2.13 -4.60 1.46
44 H -3.74 -3.04 2.49
45 H -2.90 -1.65 1.74
46 H -0.10 -2.16 3.90
47 H -0.73 -1.13 2.58
48 H 0.97 -2.65 1.67
49 H 0.12 -4.06 2.35
50 H 2.69 3.11 2.72
51 H 4.23 3.01 1.83
52 H 3.95 1.93 3.21
53 H 5.08 -1.13 -0.31
54 H 3.86 -1.45 -1.58
55 H 3.84 -2.39 -0.07
56 H -0.09 1.53 -2.20
57 H -0.63 3.23 -3.86



# 3
A single C7H7F molecule in a non-equilibrium geometry. Source: OMol25; level of theory: ωB97M-V with the def2-TZVPD basis set.

Its total energy is -10085.79682 eV. Its spin multiplicity is 1. The net charge is 0. Its SMILES is FC1=CC=CC=CC1. As for the gap between HOMO and LUMO: 8.4 eV. The calculation puts the HOMO energy at -8.21 eV.

Element x y z (Å)
1 F 3.00 -0.22 0.12
2 C 1.67 -0.13 0.29
3 C 1.03 -0.01 1.42
4 C -0.45 0.04 1.60
5 C -1.45 0.21 0.73
6 C -1.64 0.17 -0.69
7 C -0.79 -0.12 -1.68
8 C 0.83 -0.15 -1.22
9 H 1.63 0.02 2.42
10 H -0.62 0.09 2.60
11 H -2.51 0.25 1.29
12 H -2.64 0.28 -0.84
13 H -0.72 -0.26 -2.75
14 H 1.41 -1.02 -1.62
15 H 1.27 0.87 -1.66



# 4
A molecular structure, C12H11AgF6NO7 in a non-equilibrium geometry. Source: OMol25; level of theory: ωB97M-V with the def2-TZVPD basis set.

Its total energy is -48749.50056 eV. Its spin multiplicity is 1. The net charge is -1. As for the gap between HOMO and LUMO (spin up / spin down): 7.8 / 7.7 eV. The calculation puts the HOMO energy (spin up / spin down) at -5.73 / -5.93 eV.

Element x y z (Å)
1 Ag 0.29 -0.43 1.07
2 O 4.31 -0.05 0.88
3 C 3.16 0.33 0.76
4 O 2.23 0.09 1.65
5 C 2.80 1.19 -0.46
6 C 1.85 2.34 -0.13
7 C 1.90 3.41 -1.22
8 C 1.08 2.74 -2.35
9 C 0.76 1.39 -1.72
10 O 0.55 1.76 -0.34
11 C 2.04 0.52 -1.67
12 C 1.73 -0.97 -1.62
13 O 2.25 -1.70 -2.45
14 O 0.91 -1.38 -0.70
15 H 3.76 1.57 -0.81
16 H 1.92 2.71 0.89
17 H 2.93 3.64 -1.51
18 H 1.43 4.33 -0.89
19 H 1.63 2.63 -3.29
20 H 0.17 3.29 -2.56
21 H -0.12 0.87 -2.09
22 H 2.62 0.66 -2.58
23 O -0.77 1.30 2.78
24 N -0.27 0.28 2.81
25 C -3.20 -2.16 -0.30
26 C -2.53 -1.83 1.04
27 O -1.77 -0.70 0.93
28 C -3.63 -1.54 2.09
29 F -4.58 -2.49 2.17
30 F -3.11 -1.40 3.33
31 F -4.25 -0.39 1.79
32 C -1.70 -3.05 1.49
33 F -0.87 -2.75 2.50
34 F -0.94 -3.51 0.48
35 F -2.48 -4.07 1.90
36 H -3.82 -1.30 -0.58
37 H -3.83 -3.05 -0.27
38 H -2.42 -2.28 -1.04



# 5
A molecular structure, C17H58ClN16O12Sn in a non-equilibrium geometry. Source: OMol25; level of theory: ωB97M-V with the def2-TZVPD basis set.

Its total energy is -85339.33321 eV. Its spin multiplicity is 1. The net charge is +1. As for the gap between HOMO and LUMO: 9.4 eV. The calculation puts the HOMO energy at -10.95 eV.

Element x y z (Å)
1 Sn -0.11 1.46 2.26
2 Cl 0.97 0.04 0.67
3 C 3.79 -5.95 -0.07
4 C 3.49 -4.55 0.52
5 O 3.81 -4.43 1.96
6 H 3.52 -5.95 -1.16
7 H 3.18 -6.76 0.44
8 H 4.81 -6.35 0.02
9 H 2.40 -4.39 0.52
10 H 4.00 -3.81 -0.21
11 H 4.53 -5.13 2.07
12 C 3.04 3.07 -3.14
13 C 3.68 4.34 -2.61
14 O 2.69 4.95 -1.76
15 H 2.47 2.64 -2.28
16 H 3.79 2.42 -3.52
17 H 2.29 3.25 -3.92
18 H 3.94 5.03 -3.42
19 H 4.63 4.15 -2.08
20 H 2.86 5.88 -1.76
21 C 1.19 -1.51 -3.97
22 C 2.30 -2.51 -3.83
23 O 1.76 -3.84 -3.70
24 H 1.67 -0.61 -4.27
25 H 0.64 -1.34 -3.06
26 H 0.55 -1.87 -4.74
27 H 2.91 -2.33 -2.98
28 H 2.90 -2.58 -4.68
29 H 1.15 -3.75 -2.99
30 C -3.22 0.21 1.47
31 O -2.65 1.13 1.99
32 N -2.63 -0.71 0.65
33 N -4.54 -0.05 1.60
34 H -3.11 -1.42 0.15
35 H -1.65 -0.63 0.46
36 H -4.94 -0.97 1.43
37 H -5.07 0.52 2.28
38 C 0.56 7.20 -0.88
39 O 1.77 7.44 -0.89
40 N -0.45 8.12 -1.07
41 N 0.15 5.90 -0.71
42 H -0.31 9.06 -1.25
43 H -1.35 7.79 -1.19
44 H 0.87 5.25 -1.04
45 H -0.84 5.62 -0.56
46 C 3.10 -0.70 3.30
47 O 2.50 0.11 4.00
48 N 2.56 -1.91 2.98
49 N 4.36 -0.37 2.84
50 H 1.66 -2.04 3.45
51 H 3.14 -2.67 2.70
52 H 4.71 0.46 3.28
53 H 4.98 -1.08 2.38
54 C -1.34 2.47 -0.66
55 O -1.16 2.80 0.53
56 N -0.45 1.91 -1.42
57 N -2.58 2.77 -1.18
58 H -0.66 1.74 -2.39
59 H 0.50 2.03 -1.05
60 H -2.74 2.23 -2.02
61 H -3.26 2.94 -0.48
62 C 2.20 3.66 2.31
63 O 1.23 3.14 1.67
64 N 3.09 2.77 2.89
65 N 2.35 5.04 2.43
66 H 2.80 1.82 3.00
67 H 3.65 3.06 3.64
68 H 3.16 5.57 2.74
69 H 1.71 5.46 1.74
70 C -1.21 -1.16 4.94
71 O -0.98 -1.88 4.01
72 N -0.43 -0.08 5.19
73 N -2.30 -1.42 5.81
74 H 0.51 -0.09 4.90
75 H -0.62 0.37 6.07
76 H -2.74 -0.68 6.39
77 H -2.94 -2.11 5.43
78 C -1.73 2.25 -5.12
79 O -1.68 2.22 -3.89
80 N -2.86 1.82 -5.77
81 N -0.55 2.58 -5.93
82 H -3.76 1.86 -5.37
83 H -2.85 1.82 -6.80
84 H 0.33 2.81 -5.48
85 H -0.30 2.01 -6.76
86 C -6.77 -2.95 2.34
87 O -6.71 -1.75 2.45
88 N -7.34 -3.74 3.35
89 N -6.33 -3.58 1.10
90 H -7.74 -3.21 4.13
91 H -7.55 -4.71 3.39
92 H -6.06 -4.54 1.24
93 H -5.84 -3.01 0.38
94 C -0.95 -4.97 -1.27
95 C -0.93 -3.65 -0.51
96 C -0.59 -3.80 1.05
97 O 0.07 -2.92 -1.17
98 H -1.06 -4.72 -2.33
99 H -1.78 -5.69 -1.10
100 H -0.01 -5.52 -1.08
101 H -1.92 -3.16 -0.62
102 H 0.26 -4.47 1.16
103 H -1.51 -4.12 1.53
104 H -0.41 -2.77 1.42
105 H 0.33 -2.31 -0.51



# 6
A molecular structure, C35H42I2N3OPPd. Source: OMol25; level of theory: ωB97M-V with the def2-TZVPD basis set.

Its total energy is -72458.77424 eV. Its spin multiplicity is 3. The net charge is 0. As for the gap between HOMO and LUMO (spin up / spin down): 6.4 / 6.4 eV. The calculation puts the HOMO energy (spin up / spin down) at -6.69 / -6.90 eV.

Element x y z (Å)
1 Pd 1.46 0.38 -0.74
2 I 6.56 -0.80 4.73
3 C 5.49 -0.20 3.04
4 C 6.03 -0.38 1.78
5 C 5.31 0.03 0.67
6 I 6.10 -0.27 -1.24
7 C 4.03 0.63 0.75
8 O 3.40 1.02 -0.31
9 C 3.51 0.78 2.06
10 C 2.14 1.37 2.24
11 N 1.13 0.39 1.83
12 C -0.24 0.78 2.09
13 C -1.28 0.37 1.03
14 C -2.63 0.90 1.53
15 C -3.72 -0.62 -0.27
16 C -2.79 -0.45 -1.44
17 C -1.50 0.30 -1.42
18 N -0.28 -0.57 -1.36
19 C 4.24 0.38 3.18
20 H 7.01 -0.83 1.65
21 H 2.03 2.26 1.60
22 H 2.01 1.68 3.29
23 H 1.33 -0.47 2.31
24 H -0.30 1.86 2.18
25 H -0.60 0.38 3.04
26 H -2.82 1.13 2.57
27 H -4.72 -0.77 -0.67
28 H -3.16 -0.76 -2.41
29 H -1.41 0.81 -2.37
30 H 3.81 0.52 4.16
31 C -1.58 4.81 -0.83
32 C -0.47 4.14 -0.01
33 C -0.74 4.23 1.49
34 P 0.05 2.43 -0.62
35 C 0.19 2.88 -2.45
36 C 1.33 3.91 -2.48
37 C 0.56 1.80 -3.47
38 C -1.43 1.30 -0.27
39 C -2.77 1.80 0.30
40 C -3.73 0.66 0.57
41 C -5.10 1.08 1.07
42 C -3.43 -1.81 0.65
43 C -2.23 -2.04 1.17
44 C -1.18 -1.11 0.71
45 N -0.46 -1.47 -0.35
46 C -0.04 -2.85 -0.57
47 C 0.93 -3.43 0.25
48 C 1.69 -2.68 1.31
49 C 1.28 -4.76 0.03
50 C 0.71 -5.52 -0.98
51 C 1.11 -6.95 -1.20
52 C -0.23 -4.90 -1.79
53 C -0.62 -3.58 -1.61
54 C -1.67 -3.04 -2.54
55 H -2.01 5.64 -0.27
56 H -2.39 4.13 -1.09
57 H -1.20 5.22 -1.77
58 H 0.44 4.72 -0.17
59 H -1.60 3.64 1.81
60 H -0.93 5.27 1.75
61 H 0.13 3.91 2.07
62 H -0.74 3.36 -2.78
63 H 2.25 3.46 -2.11
64 H 1.14 4.81 -1.90
65 H 1.50 4.23 -3.51
66 H 1.39 1.18 -3.12
67 H 0.90 2.30 -4.38
68 H -0.25 1.14 -3.75
69 H -3.14 2.81 0.26
70 H -5.06 2.08 1.52
71 H -5.46 0.39 1.83
72 H -5.82 1.11 0.26
73 H -4.27 -2.46 0.91
74 H -2.03 -2.88 1.84
75 H 1.98 -1.69 0.96
76 H 2.60 -3.23 1.56
77 H 1.10 -2.58 2.23
78 H 2.04 -5.20 0.66
79 H 1.85 -7.27 -0.47
80 H 1.54 -7.08 -2.20
81 H 0.24 -7.61 -1.13
82 H -0.68 -5.46 -2.60
83 H -2.02 -3.83 -3.20
84 H -1.29 -2.21 -3.14
85 H -2.53 -2.67 -1.98



# 7
9 unconnected molecules or ions with the total composition C45H114N6O9S3 in a non-equilibrium geometry. Source: OMol25; level of theory: ωB97M-V with the def2-TZVPD basis set.

Its total energy is -108384.22130 eV. Its spin multiplicity is 1. The net charge is 0. Its SMILES is CCOS(C)(=O)=O.CCOS(C)(=O)=O.CCOS(C)(=O)=O.CCN(CC)CC.CCN(CC)CC.CCN(CC)CC.CCN(CC)CC.CCN(CC)CC.CCN(CC)CC. As for the gap between HOMO and LUMO: 8.3 eV. The calculation puts the HOMO energy at -8.03 eV.

Element x y z (Å)
1 C -4.68 -0.41 5.38
2 C -5.83 -0.96 4.56
3 O -6.04 -0.23 3.34
4 S -5.20 -0.62 2.05
5 C -4.75 0.98 1.48
6 O -4.07 -1.39 2.45
7 O -6.11 -1.15 1.09
8 H -3.79 -0.36 4.76
9 H -4.47 -1.12 6.19
10 H -4.94 0.58 5.74
11 H -5.70 -2.03 4.35
12 H -6.77 -0.94 5.11
13 H -4.15 1.52 2.20
14 H -5.67 1.50 1.25
15 H -4.19 0.79 0.57
16 C 0.67 2.02 -4.11
17 C 0.08 3.40 -4.26
18 O -0.46 3.58 -5.58
19 S 0.33 4.48 -6.62
20 C -0.66 5.94 -6.55
21 O 1.63 4.75 -6.10
22 O 0.17 3.88 -7.89
23 H 0.02 1.17 -4.34
24 H 0.95 1.80 -3.07
25 H 1.53 1.92 -4.77
26 H -0.73 3.58 -3.56
27 H 0.87 4.11 -4.00
28 H -0.40 6.64 -7.34
29 H -0.60 6.30 -5.52
30 H -1.70 5.62 -6.68
31 C 3.50 7.56 1.19
32 C 2.81 6.25 0.91
33 O 3.65 5.35 0.18
34 S 3.12 4.74 -1.18
35 C 3.58 5.97 -2.38
36 O 3.88 3.57 -1.41
37 O 1.70 4.70 -1.18
38 H 4.36 7.47 1.86
39 H 2.76 8.23 1.63
40 H 3.87 8.05 0.28
41 H 2.52 5.77 1.85
42 H 1.84 6.42 0.43
43 H 4.64 5.88 -2.61
44 H 3.41 6.95 -1.95
45 H 2.99 5.74 -3.26
46 C 3.75 -0.17 1.23
47 C 5.05 -0.01 2.00
48 N 5.87 -1.21 1.94
49 C 7.28 -1.05 2.19
50 C 7.92 0.09 1.40
51 C 5.24 -2.27 2.70
52 C 6.08 -3.52 2.92
53 H 3.06 -0.88 1.69
54 H 3.98 -0.50 0.22
55 H 3.22 0.78 1.20
56 H 5.56 0.85 1.57
57 H 4.93 0.31 3.05
58 H 7.54 -0.94 3.26
59 H 7.79 -1.97 1.90
60 H 7.54 1.05 1.76
61 H 8.98 0.18 1.65
62 H 7.70 0.00 0.34
63 H 4.30 -2.58 2.24
64 H 4.88 -1.89 3.68
65 H 6.99 -3.29 3.47
66 H 6.33 -4.01 1.98
67 H 5.49 -4.23 3.50
68 C -0.72 3.58 4.79
69 C 0.36 2.64 5.33
70 N -0.02 1.25 5.55
71 C -0.16 0.55 4.29
72 C -0.49 -0.92 4.44
73 C -1.09 1.06 6.50
74 C -0.84 1.71 7.84
75 H -1.00 3.38 3.76
76 H -0.34 4.60 4.85
77 H -1.61 3.61 5.43
78 H 1.22 2.67 4.65
79 H 0.71 3.03 6.29
80 H -0.91 1.01 3.62
81 H 0.81 0.58 3.78
82 H -1.51 -1.06 4.82
83 H -0.36 -1.48 3.51
84 H 0.18 -1.40 5.16
85 H -1.24 -0.01 6.66
86 H -2.05 1.44 6.09
87 H -1.59 1.32 8.52
88 H -0.93 2.80 7.85
89 H 0.15 1.43 8.21
90 C -6.95 4.19 -7.92
91 C -5.80 3.99 -6.95
92 N -5.80 2.63 -6.39
93 C -4.53 2.31 -5.77
94 C -3.94 3.35 -4.77
95 C -6.91 2.44 -5.45
96 C -7.63 1.11 -5.75
97 H -7.16 3.33 -8.56
98 H -6.71 5.04 -8.57
99 H -7.86 4.53 -7.44
100 H -4.87 4.17 -7.49
101 H -5.90 4.73 -6.15
102 H -4.52 1.32 -5.32
103 H -3.79 2.24 -6.58
104 H -3.29 2.82 -4.08
105 H -3.43 4.12 -5.35
106 H -4.73 3.88 -4.23
107 H -7.64 3.25 -5.47
108 H -6.54 2.36 -4.42
109 H -6.89 0.32 -5.80
110 H -8.17 1.18 -6.69
111 H -8.36 0.93 -4.95
112 C 4.70 -6.45 -3.18
113 C 3.24 -6.08 -3.15
114 N 2.81 -5.45 -1.92
115 C 3.00 -6.25 -0.73
116 C 2.09 -7.48 -0.64
117 C 1.47 -4.88 -2.04
118 C 1.47 -3.51 -2.71
119 H 4.96 -6.95 -4.12
120 H 5.00 -7.12 -2.37
121 H 5.34 -5.56 -3.11
122 H 3.08 -5.33 -3.93
123 H 2.60 -6.94 -3.43
124 H 2.72 -5.64 0.14
125 H 4.04 -6.52 -0.61
126 H 2.02 -8.07 -1.57
127 H 1.03 -7.20 -0.53
128 H 2.36 -8.17 0.16
129 H 0.92 -5.60 -2.67
130 H 0.92 -4.92 -1.10
131 H 1.74 -3.67 -3.75
132 H 0.47 -3.08 -2.67
133 H 2.21 -2.87 -2.23
134 C -0.36 -1.29 0.17
135 C -0.56 -0.32 -0.95
136 N -1.30 0.87 -0.56
137 C -1.75 1.73 -1.63
138 C -3.12 2.35 -1.34
139 C -0.85 1.60 0.59
140 C 0.58 2.21 0.42
141 H 0.29 -2.11 -0.16
142 H -1.27 -1.71 0.59
143 H 0.29 -0.91 0.97
144 H 0.41 -0.03 -1.40
145 H -1.14 -0.79 -1.75
146 H -1.01 2.49 -1.90
147 H -1.87 1.06 -2.49
148 H -3.88 1.59 -1.55
149 H -3.19 2.64 -0.29
150 H -3.32 3.24 -1.93
151 H -0.80 0.96 1.47
152 H -1.53 2.41 0.84
153 H 0.97 2.03 -0.59
154 H 1.27 1.68 1.07
155 H 0.59 3.28 0.59
156 C -0.11 -7.68 2.80
157 C 0.80 -6.46 2.72
158 N 0.10 -5.19 2.78
159 C -0.97 -5.07 1.80
160 C -2.02 -4.01 2.10
161 C 1.04 -4.10 2.60
162 C 1.95 -3.84 3.80
163 H -0.92 -7.46 3.50
164 H 0.42 -8.54 3.21
165 H -0.50 -8.00 1.83
166 H 1.51 -6.51 3.55
167 H 1.45 -6.51 1.82
168 H -0.51 -4.79 0.82
169 H -1.42 -6.03 1.54
170 H -2.58 -3.78 1.20
171 H -2.69 -4.30 2.91
172 H -1.49 -3.11 2.42
173 H 0.50 -3.18 2.39
174 H 1.69 -4.25 1.71
175 H 2.67 -4.65 3.93
176 H 1.35 -3.67 4.69
177 H 2.49 -2.91 3.63



> Look up the net charge of the third one.

0